Entry 1:
The following is a quantum chemistry calculation of 2 unconnected molecules or ions with the total composition C5H8FP in a non-equilibrium geometry, from the Open Molecules 2025 dataset.

Atoms and positions in Å:
C: -0.361 1.640 1.781
C: -0.539 0.356 1.800
C: -0.838 -0.831 -0.544
C: 1.472 -0.323 -1.085
C: -0.037 -0.001 -1.401
F: -0.342 -0.428 2.814
P: -1.916 -1.799 0.220
H: 0.093 2.222 2.693
H: -0.590 2.414 0.970
H: 1.758 -1.179 -1.529
H: 1.722 -0.448 0.002
H: 1.929 0.507 -1.429
H: -0.439 0.975 -1.116
H: -0.113 -0.119 -2.461
H: -1.799 -2.986 -0.715

Properties
- HOMO-LUMO gap (spin up / spin down): 8.677 / 7.474 eV
- Energy above the lowest of the compared OMol25 structures with the same formula, charge and spin: 4.6187 eV
- Largest force on an atom: 4.73 eV/A

Atom charges from the natural (NBO) analysis, given in e for atoms 1 to 5:
1 C -0.65
2 C 0.45
3 C -0.29
4 C -0.56
5 C -0.56

***

Entry 2:
The following is a quantum chemistry calculation of C5H7NO in the gas phase in a non-equilibrium geometry, from the Open Molecules 2025 dataset.

Atoms and positions in Å:
C: 0.449 1.253 0.055
C: -2.626 0.353 0.058
C: -1.557 -0.390 -0.146
C: 0.956 -0.021 -0.373
C: 2.155 -0.592 0.236
N: -0.329 -0.039 0.328
O: 0.287 2.442 0.222
H: -3.520 -0.064 -0.368
H: -2.530 1.167 0.709
H: -1.565 -1.393 -0.421
H: 0.971 -0.317 -1.426
H: 2.457 -0.173 1.314
H: 2.972 -0.616 -0.606
H: 1.880 -1.611 0.419

Properties
- HOMO-LUMO gap: 9.330 eV
- Energy above the lowest of the compared OMol25 structures with the same formula, charge and spin: 3.6040 eV
- Largest force on an atom: 4.53 eV/A

Atom charges from the natural (NBO) analysis, given in e for atoms 1 to 5:
1 C 0.72
2 C -0.45
3 C -0.02
4 C -0.16
5 C -0.62

***

Entry 3:
The following is a quantum chemistry calculation of a molecular structure, C14H10CoF7N2O4S2, from the Open Molecules 2025 dataset.

Atoms and positions in Å:
Co: 1.087 -0.366 -0.029
N: 0.338 -0.987 1.640
C: -0.438 -2.191 1.609
C: -0.126 -3.237 2.465
C: -0.859 -4.412 2.425
C: -1.904 -4.527 1.522
C: -2.197 -3.481 0.663
C: -1.476 -2.285 0.678
C: -1.746 -1.212 -0.318
C: -3.057 -1.089 -0.791
C: -3.355 -0.263 -1.860
C: -2.320 0.421 -2.481
C: -1.031 0.331 -1.979
C: -0.688 -0.436 -0.859
H: 1.140 -1.085 2.259
H: -0.224 -0.197 1.952
H: 0.699 -3.125 3.158
H: -0.607 -5.229 3.088
H: -2.477 -5.444 1.465
H: -2.979 -3.602 -0.075
H: -3.854 -1.644 -0.309
H: -4.376 -0.163 -2.208
H: -2.518 1.044 -3.346
H: -0.252 0.890 -2.479
F: 0.233 3.157 -2.923
C: 1.556 3.078 -3.057
F: 1.826 2.298 -4.109
F: 2.023 4.300 -3.314
S: 2.379 2.380 -1.547
O: 1.938 1.008 -1.469
O: 3.768 2.601 -1.795
N: 1.770 3.367 -0.500
S: 1.263 3.081 0.943
O: 0.720 1.759 1.136
O: 0.532 4.197 1.450
C: 2.821 3.033 1.939
F: 3.587 2.021 1.547
F: 2.523 2.864 3.236
F: 3.511 4.168 1.820
F: 2.769 -1.023 0.454

Properties
- HOMO-LUMO gap (spin up / spin down): 8.229 / 8.045 eV
- Energy above the lowest of the compared OMol25 structures with the same formula, charge and spin: 0.0987 eV
- ⟨S²⟩: 0.8183
- Spin multiplicity: 2
- Net charge: -1
- Largest force on an atom: 0.72 eV/A

Atom charges from the natural (NBO) analysis, given in e for atoms 1 to 5:
1 Co 1.19
2 N -0.81
3 C 0.23
4 C -0.26
5 C -0.22

***

Entry 4:
The following is a quantum chemistry calculation of a molecular structure, C32H32N6O16P2RuS2, from the Open Molecules 2025 dataset.

Atoms and positions in Å:
Ru: -0.035 0.940 2.027
C: 2.798 1.725 3.192
O: 2.120 0.913 2.217
C: 2.602 -0.342 1.946
C: 3.935 -0.681 2.109
C: 4.353 -1.975 1.828
C: 3.442 -2.923 1.384
C: 2.112 -2.576 1.205
C: 1.686 -1.286 1.467
N: 0.340 -0.835 1.277
N: -0.371 -1.578 0.550
C: -1.637 -1.188 0.197
C: -2.333 -0.030 0.641
O: -1.971 0.791 1.553
C: -3.595 0.279 0.000
C: -4.129 -0.506 -0.953
C: -3.492 -1.725 -1.361
C: -4.079 -2.564 -2.323
C: -3.475 -3.736 -2.709
C: -2.250 -4.093 -2.123
C: -1.656 -3.282 -1.185
C: -2.255 -2.068 -0.779
H: 3.628 2.247 2.716
H: 3.151 1.099 4.012
H: 2.061 2.431 3.563
H: 4.640 0.058 2.464
H: 5.393 -2.240 1.969
H: 3.763 -3.939 1.191
H: 1.378 -3.302 0.885
H: -4.057 1.212 0.298
H: -5.056 -0.220 -1.436
H: -5.026 -2.265 -2.758
H: -3.938 -4.379 -3.446
H: -1.773 -5.026 -2.401
H: -0.721 -3.575 -0.727
O: 1.168 3.770 0.879
P: 0.026 4.152 1.967
O: 0.269 5.482 2.528
O: -0.207 2.916 2.783
O: -1.338 4.223 1.019
P: -1.746 3.800 -0.412
O: -0.944 4.825 -1.329
O: -3.181 3.707 -0.647
O: -0.990 2.380 -0.648
H: 1.494 4.585 0.478
H: -1.258 4.734 -2.245
O: 0.333 -1.901 3.834
C: 0.054 -0.911 4.489
N: -0.139 0.355 4.015
S: -0.469 1.437 5.233
O: -1.755 2.043 5.074
O: 0.670 2.271 5.513
C: -0.527 0.217 6.507
C: -0.815 0.378 7.848
C: -0.732 -0.751 8.651
C: -0.368 -1.987 8.118
C: -0.085 -2.123 6.766
C: -0.171 -0.995 5.970
H: -1.098 1.342 8.250
H: -0.956 -0.672 9.708
H: -0.312 -2.850 8.770
H: 0.191 -3.073 6.326
C: 3.288 0.361 -6.082
C: 2.052 0.393 -6.967
S: 0.535 0.692 -6.082
O: -0.515 0.837 -7.053
O: 0.785 1.739 -5.121
C: 0.278 -0.840 -5.201
C: -0.850 -0.781 -4.168
N: -0.591 0.147 -3.074
C: 0.482 -0.015 -2.156
N: 0.698 0.990 -1.411
C: -0.231 2.042 -1.783
C: -1.040 1.409 -2.898
N: -2.003 2.028 -3.660
O: -2.758 1.353 -4.372
O: -2.082 3.265 -3.575
C: 1.267 -1.278 -2.103
H: 4.185 0.434 -6.696
H: 3.353 -0.565 -5.510
H: 3.279 1.198 -5.385
H: 1.901 -0.530 -7.529
H: 2.078 1.218 -7.682
H: 1.233 -1.112 -4.752
H: 0.017 -1.572 -5.966
H: -0.987 -1.773 -3.737
H: -1.781 -0.489 -4.639
H: 0.326 2.910 -2.146
H: 0.943 -2.020 -2.828
H: 1.150 -1.710 -1.113
H: 2.323 -1.050 -2.247

Properties
- HOMO-LUMO gap (spin up / spin down): 6.351 / 5.511 eV
- ⟨S²⟩: 0.7565
- Spin multiplicity: 2
- Net charge: -1
- Largest force on an atom: 0.48 eV/A

Atom charges from the Mulliken analysis, given in e for atoms 1 to 5:
1 Ru 1.43
2 C -1.09
3 O -0.04
4 C 0.93
5 C -0.76

***

Entry 5:
The following is a quantum chemistry calculation of C5H5NO in the gas phase, from the Open Molecules 2025 dataset.

Atoms and positions in Å:
O: 0.304 0.364 1.896
C: 0.547 0.319 0.706
C: 1.827 -0.175 0.213
C: 2.844 -0.697 -0.168
C: -0.489 0.666 -0.319
C: -1.529 -0.377 -0.537
N: -1.840 0.855 0.166
H: 3.748 -1.173 -0.483
H: -0.171 1.296 -1.148
H: -1.432 -1.305 0.024
H: -1.978 -0.475 -1.523
H: -1.831 0.702 1.174

Properties
- HOMO-LUMO gap: 10.099 eV
- Energy above the lowest of the compared OMol25 structures with the same formula, charge and spin: 3.1511 eV
- Largest force on an atom: 0.68 eV/A

Atom charges from the natural (NBO) analysis, given in e for atoms 1 to 5:
1 O -0.50
2 C 0.50
3 C -0.13
4 C -0.13
5 C -0.19

***

Entry 6:
The following is a quantum chemistry calculation of 2 unconnected molecules or ions with the total composition C25H24NO5 in a non-equilibrium geometry, from the Open Molecules 2025 dataset.

Atoms and positions in Å:
C: 0.169 3.036 -2.606
C: -0.686 1.805 -2.482
C: -2.129 1.885 -2.560
C: -2.862 0.604 -2.703
C: -4.311 0.788 -3.143
C: -4.916 1.956 -2.408
O: -4.182 3.187 -2.699
C: -2.823 3.175 -2.712
O: -2.257 4.262 -2.857
O: -0.143 0.694 -2.316
H: -0.473 3.920 -2.722
H: 0.801 3.115 -1.711
H: 0.818 2.919 -3.487
H: -2.353 -0.031 -3.442
H: -2.818 0.071 -1.740
H: -4.329 0.947 -4.229
H: -4.879 -0.121 -2.934
H: -5.944 2.150 -2.730
H: -4.896 1.788 -1.320
O: 4.323 1.152 -1.000
C: 4.556 0.132 -0.320
O: 5.132 -0.115 0.757
C: 3.887 -1.169 -0.893
C: 4.631 -2.478 -0.560
C: 3.854 -3.056 0.566
C: 2.698 -2.285 0.790
C: 1.893 -2.525 1.902
C: 2.147 -3.653 2.689
C: 3.274 -4.452 2.437
C: 4.152 -4.134 1.392
N: 2.668 -1.215 -0.101
C: 1.776 -0.202 -0.128
C: 0.520 -0.237 0.483
C: -0.108 0.899 0.962
C: -1.137 0.838 1.964
C: -1.289 1.889 2.911
C: -2.224 1.794 3.935
C: -3.046 0.658 4.042
C: -2.909 -0.390 3.119
C: -1.968 -0.308 2.093
H: 3.692 -1.028 -1.958
H: 4.618 -3.144 -1.431
H: 5.675 -2.283 -0.301
H: 1.111 -1.822 2.170
H: 1.477 -3.897 3.514
H: 3.470 -5.317 3.071
H: 5.063 -4.706 1.209
H: 2.095 0.682 -0.687
H: 0.033 -1.214 0.592
H: 0.308 1.879 0.708
H: -0.627 2.755 2.830
H: -2.324 2.606 4.657
H: -3.807 0.598 4.822
H: -3.544 -1.276 3.191
H: -1.856 -1.126 1.376

Properties
- HOMO-LUMO gap: 4.396 eV
- Net charge: -1
- Largest force on an atom: 3.42 eV/A

Atom charges from the natural (NBO) analysis, given in e for atoms 1 to 5:
1 C -0.73
2 C 0.53
3 C -0.46
4 C -0.40
5 C -0.42